Here is a molecular structure, C26H32N4O4P2PbS2Te from OMol25. Energies are from the ωB97M-V functional and the def2-TZVPD basis.

Geometry as XYZ:
```
72
Properties=species:S:1:pos:R:3:forces:R:3
Pb 0.146835 1.392129 0.279439 -0.370 0.706 -0.252
S 2.017702 1.711101 -1.646752 0.391 0.059 -0.379
C 2.384892 -0.054258 -1.616206 0.126 0.529 -0.281
C 3.392233 -0.438262 -2.754698 -0.081 -0.075 -0.118
C 4.701861 -1.071861 -2.417517 -0.427 0.025 0.933
C 5.649995 -1.144848 -3.464921 0.541 -0.081 -0.522
N 6.360224 -1.194601 -4.372279 -0.063 0.006 0.113
C 4.996630 -1.425805 -1.137583 -0.345 0.263 -0.762
C 3.967834 -1.533363 -0.115628 -0.695 0.222 0.422
C 2.601417 -0.792569 -0.246390 -0.070 -0.838 0.308
S 2.339959 0.290386 1.206728 0.222 0.210 0.275
C 6.307478 -1.861993 -0.795943 0.573 -0.228 0.008
N 7.365402 -2.217152 -0.513374 -0.061 0.046 0.013
H 3.564304 0.435024 -3.391902 0.054 -0.031 0.030
H 4.363082 -1.459741 0.895349 -0.038 -0.124 -0.007
C -2.853547 -0.204491 3.443470 0.106 0.218 -0.248
P -1.211845 0.344687 2.783036 0.132 -0.820 0.873
C -0.233911 -1.136387 3.311086 -0.134 0.162 0.011
C -0.755501 1.494232 4.162664 0.044 0.072 -0.174
C 0.609505 2.147506 3.943382 -0.314 0.075 -0.206
P 0.731161 3.303726 2.486957 1.008 0.319 0.653
C 0.098043 4.903419 3.145240 -0.170 -0.253 -0.119
C 2.543374 3.639304 2.736792 -0.157 -0.060 -0.104
H -2.748932 -0.538885 4.478482 -0.025 0.004 0.015
H -3.226864 -1.028271 2.833368 -0.034 -0.001 0.012
H -3.562226 0.623172 3.395604 -0.034 -0.007 -0.009
H -0.295527 -1.329771 4.386503 -0.083 -0.046 0.009
H 0.804414 -0.979100 3.021468 0.044 -0.099 -0.022
H -0.595828 -2.003721 2.754610 0.050 -0.055 0.022
H -0.767973 0.929803 5.102841 0.033 -0.015 -0.024
H -1.524380 2.265308 4.199102 -0.063 -0.039 0.040
H 1.362015 1.378664 3.738095 0.070 0.040 0.105
H 0.915907 2.705322 4.835968 0.061 -0.042 -0.016
H 0.515513 5.106105 4.135319 0.028 -0.012 0.005
H -0.990215 4.879412 3.174915 -0.019 0.020 -0.031
H 0.408614 5.691729 2.457154 -0.003 0.028 0.023
H 2.782410 3.916909 3.768142 -0.042 0.035 0.012
H 2.863846 4.438684 2.066585 0.019 0.007 -0.008
H 3.089659 2.733780 2.470056 0.059 0.028 -0.040
C 1.973539 -2.069804 -4.448888 -0.093 0.034 0.040
C 2.190994 -1.201212 -3.265778 -0.070 0.143 0.289
N 1.341816 -0.790509 -2.401614 0.594 -0.237 -0.297
H 1.252171 -2.847216 -4.196138 0.038 -0.055 -0.044
H 2.918612 -2.509281 -4.765430 -0.051 -0.098 -0.040
H 1.565543 -1.482353 -5.275642 0.057 0.010 -0.026
C -2.880648 -1.711718 -0.601133 0.066 0.257 0.159
Te -0.705302 -1.340715 -1.058659 -1.003 -0.966 -0.382
C -1.770890 -0.487080 -2.755850 0.065 -0.088 0.135
C -2.821869 -1.508235 -3.047758 -0.119 0.033 -0.070
C -3.184102 -1.894533 -4.329062 0.005 -0.061 0.019
C -4.081256 -2.940806 -4.521848 0.007 0.030 -0.038
C -4.631114 -3.583305 -3.425696 -0.082 -0.052 -0.016
C -4.294841 -3.179615 -2.136934 0.020 0.012 -0.026
C -3.392751 -2.143470 -1.932784 -0.054 -0.111 -0.105
H -3.338852 -0.770608 -0.280620 0.049 0.048 -0.043
H -3.072764 -2.458185 0.170626 0.160 -0.019 0.009
H -1.107751 -0.312205 -3.600078 0.102 0.008 0.089
H -2.213582 0.462775 -2.442964 0.083 0.017 0.050
H -2.730361 -1.403757 -5.183046 0.008 0.007 0.001
H -4.326613 -3.266227 -5.526098 -0.026 0.012 0.003
H -5.314072 -4.411999 -3.574426 -0.007 0.001 0.027
H -4.714752 -3.698416 -1.281986 0.001 0.018 0.010
O 3.445309 -3.755489 0.632374 -0.134 0.870 -0.572
N 3.283915 -2.997253 -0.307966 0.672 -0.840 0.144
O 1.776033 -1.899538 -0.148030 -0.026 0.410 0.077
C -3.697291 2.537418 0.576649 0.050 0.216 0.210
C -2.861836 3.393731 1.548734 0.081 -0.157 0.139
O -3.271893 4.523608 1.856239 -0.060 0.059 -0.052
O -1.798428 2.836990 1.967888 -0.684 0.373 -0.112
H -4.714381 2.920736 0.510251 -0.023 -0.017 -0.029
H -3.698334 1.502449 0.921528 -0.002 -0.056 -0.094
H -3.241795 2.570526 -0.415001 0.044 -0.047 -0.011
```
Positions in Å, forces in eV/Å.

Summary:
- Net charge: -2
- Relative energy (zero: lowest compared OMol25 entry of this formula, charge and spin): 4.3920 eV
- Kohn-Sham gap: 6.01 eV

These are the Mulliken partial charges, in e, on atoms 1 to 5: Pb 0.5493; S -0.5239; C 0.0911; C -0.4332; C 0.2814

Here is C26H32N4O4S in the gas phase from OMol25. Energies are from the ωB97M-V functional and the def2-TZVPD basis.

Geometry as XYZ:
```
67
Properties=species:S:1:pos:R:3:forces:R:3
C 5.115003 2.328303 -0.664235 0.066 0.085 -0.043
C 3.804653 2.308091 -0.813540 -0.152 -0.101 -0.079
C 3.022312 1.040543 -1.016554 0.225 0.230 -0.296
N 2.426185 0.601880 0.222136 -0.353 -0.385 0.672
C 2.946801 -0.301010 1.105505 -0.006 0.091 0.054
S 4.467310 -1.106604 0.871121 0.500 -0.093 0.184
C 4.160542 -2.546193 1.951861 -0.301 0.053 -0.421
C 3.447473 -3.698323 1.243405 0.376 -0.007 0.216
O 2.106167 -3.418376 0.933207 -0.184 0.061 -0.098
C 1.777125 -2.757130 -0.223836 -0.362 0.074 -0.107
C 2.603265 -2.590829 -1.330576 0.051 -0.218 0.132
C 2.132665 -1.942999 -2.454735 -0.284 0.104 -0.094
C 0.830868 -1.448969 -2.514633 0.150 -0.052 0.031
O 0.482703 -0.837048 -3.679027 0.343 -0.090 0.025
C -0.860432 -0.437287 -3.858905 -0.248 0.172 0.010
C 0.004002 -1.612054 -1.406881 -0.053 0.176 -0.302
C 0.478834 -2.257102 -0.280301 0.404 -0.231 0.180
N 2.153428 -0.464257 2.127078 0.770 -0.508 0.117
N 1.090338 0.328826 1.934201 -0.947 0.622 -0.200
C 1.249001 0.972126 0.809470 0.110 -0.186 -0.059
C 0.268801 1.961643 0.281724 0.197 0.268 -0.152
N -1.056143 1.436559 0.519820 0.107 0.063 0.172
C -1.937024 1.209630 -0.477821 0.013 0.079 0.206
O -1.760414 1.629349 -1.611640 -0.091 0.176 -0.149
C -3.145652 0.431874 -0.098826 -0.136 -0.226 -0.014
C -4.320329 0.641191 -0.821769 0.094 -0.019 0.066
C -5.458725 -0.074737 -0.535815 -0.083 -0.131 0.107
C -5.449379 -1.041475 0.474081 0.112 0.101 -0.072
O -6.620840 -1.695629 0.677357 0.107 0.277 -0.245
C -6.679803 -2.688903 1.673298 -0.001 -0.189 0.191
C -4.272430 -1.273101 1.180915 -0.317 -0.252 0.149
C -3.134942 -0.539141 0.895713 0.023 0.260 -0.223
C 0.467197 3.346897 0.945815 -0.242 0.013 -0.081
C 0.055744 3.315869 2.415304 0.253 -0.015 -0.142
C -0.322048 4.404312 0.180499 0.242 -0.130 0.066
H 5.654772 3.244775 -0.499071 0.067 0.193 0.052
H 5.699492 1.423635 -0.702521 0.102 -0.223 -0.038
H 3.222120 3.217741 -0.762614 -0.002 0.182 0.027
H 2.225140 1.185144 -1.751071 0.109 -0.146 0.018
H 3.683229 0.239241 -1.357913 -0.176 0.063 -0.059
H 5.138415 -2.873778 2.300874 0.013 0.014 0.042
H 3.556996 -2.172004 2.777324 0.118 -0.121 0.086
H 4.015450 -4.016853 0.362182 -0.069 -0.038 0.086
H 3.401641 -4.539493 1.944298 0.058 0.059 -0.132
H 3.619084 -2.954101 -1.337854 0.015 -0.023 0.025
H 2.769680 -1.814065 -3.315853 0.076 0.005 -0.122
H -0.915600 -0.062217 -4.879415 -0.052 -0.041 0.033
H -1.543809 -1.284770 -3.746972 0.012 -0.021 -0.010
H -1.147544 0.358375 -3.166442 0.039 -0.146 -0.083
H -1.008334 -1.239957 -1.411210 -0.130 0.040 -0.043
H -0.153582 -2.388002 0.583436 -0.085 0.003 0.126
H 0.377569 2.066898 -0.804326 -0.017 -0.034 0.161
H -1.196023 1.035866 1.433484 -0.110 -0.066 -0.056
H -4.316045 1.379304 -1.609417 -0.004 0.051 -0.076
H -6.374640 0.086274 -1.081668 -0.109 0.029 -0.066
H -6.465152 -2.277355 2.664605 0.006 -0.016 -0.046
H -7.701509 -3.064513 1.653527 0.090 -0.002 0.039
H -5.988682 -3.511014 1.462140 -0.019 0.043 0.014
H -4.227080 -2.025955 1.951905 -0.029 -0.073 0.053
H -2.228713 -0.759630 1.441728 0.106 -0.021 0.067
H 1.535733 3.584231 0.888058 -0.026 -0.054 -0.021
H 0.375353 4.229445 2.910678 -0.019 0.095 0.066
H 0.509601 2.466950 2.921518 -0.010 0.003 0.145
H -1.025189 3.239901 2.504784 -0.146 0.014 0.037
H 0.023139 4.479278 -0.848130 -0.009 0.045 -0.144
H -0.210050 5.375870 0.655846 -0.030 0.119 0.029
H -1.377750 4.144862 0.164680 -0.152 -0.005 -0.010
```
Positions in Å, forces in eV/Å.

Summary:
- Relative energy (zero: lowest compared OMol25 entry of this formula, charge and spin): 2.4512 eV
- SMILES string: C=CCn1c(SCCOc2ccc(OC)cc2)nnc1[C@@H](NC(=O)c1ccc(OC)cc1)C(C)C
- Kohn-Sham gap: 8.27 eV

These are the Mulliken partial charges, in e, on atoms 1 to 5: C -0.9319; C -0.1073; C -1.1436; N 1.0728; C 0.4149

Here is a molecular structure, C26H33BN6O8PSSr from OMol25. Energies are from the ωB97M-V functional and the def2-TZVPD basis.

Geometry as XYZ:
```
77
Properties=species:S:1:pos:R:3:forces:R:3
Sr -0.173073 0.948590 -0.549901 0.083 -0.468 -0.266
C -1.600824 -4.537945 5.372846 0.003 0.000 0.002
C -1.370187 -3.213937 4.701557 0.000 0.001 -0.008
C -1.067052 -3.143086 3.342333 -0.004 -0.008 0.013
C -0.876091 -1.925220 2.715113 0.000 0.023 0.004
C -0.989160 -0.760850 3.466180 0.001 -0.076 -0.027
C -1.284059 -0.799995 4.821143 0.005 0.010 0.006
C -1.472643 -2.029646 5.428715 0.002 0.001 0.002
S -0.761396 0.779542 2.670025 0.111 0.114 -0.103
O -0.782436 1.839275 3.651171 -0.041 -0.046 0.056
O -1.758016 0.894644 1.592181 0.027 0.127 -0.173
N 0.591404 0.751249 1.839394 -0.075 0.301 -0.046
C 1.879944 0.608050 2.345709 0.000 -0.058 -0.005
C 2.244629 0.341360 3.642024 0.027 -0.013 0.006
C 3.606060 0.201176 3.990207 -0.018 0.005 0.007
C 4.594806 0.337998 3.061577 0.009 -0.005 0.000
C 4.257405 0.633075 1.718418 0.024 -0.004 0.028
C 5.224859 0.799650 0.702020 -0.012 0.006 -0.016
C 4.830420 1.092633 -0.571405 -0.014 -0.001 0.010
C 3.455071 1.224484 -0.835358 0.035 -0.014 0.008
N 2.519980 1.071370 0.075904 -0.101 0.079 -0.031
C 2.903505 0.772340 1.356195 0.021 -0.010 -0.017
H -1.292385 -5.365355 4.736482 0.001 0.000 0.000
H -2.659437 -4.668108 5.604601 0.001 -0.001 -0.001
H -1.051075 -4.601617 6.311922 -0.001 0.000 0.001
H -0.981671 -4.056048 2.766196 0.002 0.003 -0.003
H -0.642458 -1.890013 1.656967 -0.003 -0.005 0.002
H -1.363796 0.122109 5.380890 -0.001 -0.001 0.002
H -1.705336 -2.071816 6.485681 0.001 0.003 0.001
H 1.488437 0.229147 4.407400 -0.007 0.004 -0.007
H 3.858177 -0.020162 5.018787 0.000 0.000 -0.001
H 5.636339 0.226658 3.333112 0.000 0.002 -0.003
H 6.274130 0.693341 0.948771 0.000 -0.004 0.003
H 5.545220 1.225240 -1.370676 -0.002 0.001 -0.002
H 3.120284 1.465873 -1.839333 0.000 0.007 -0.001
C 0.220049 1.710233 -6.271071 -0.018 0.010 0.002
O -0.425518 0.764123 -5.404706 0.027 0.024 0.057
C -1.317688 1.260951 -4.552946 -0.170 0.135 -0.085
O -1.587510 2.462178 -4.492791 0.043 -0.109 0.043
N -1.893117 0.278013 -3.844011 0.186 0.149 -0.204
N -2.768665 0.571641 -2.791541 -0.034 0.098 0.114
H -0.511906 2.187985 -6.918574 0.005 0.011 0.002
H 0.920305 1.126682 -6.858395 0.000 -0.005 -0.001
H 0.744651 2.463368 -5.687343 -0.003 0.006 0.000
H -1.509438 -0.661410 -3.906235 -0.053 -0.037 0.008
H -2.510613 -0.072177 -2.041166 0.015 -0.090 0.028
H -3.708124 0.316163 -3.080375 -0.036 0.048 0.027
N -2.451553 4.434724 -2.970100 -0.028 -0.036 -0.082
C -2.404791 4.225503 -1.492383 -0.020 -0.005 0.008
P -0.626258 4.353711 -1.025630 0.038 -0.075 0.146
O -0.190531 5.744129 -1.254202 -0.023 -0.006 -0.124
O 0.075466 3.179948 -1.672496 -0.092 -0.230 0.453
C -0.653369 3.988870 0.797914 0.027 0.102 0.023
N 0.727214 3.572282 1.255448 -0.047 0.150 0.105
H -2.109871 3.571351 -3.501684 0.075 -0.006 0.036
H -1.862049 5.232688 -3.226203 0.002 -0.028 0.006
H -3.398871 4.625057 -3.291432 0.001 0.030 0.009
H -2.848988 3.253092 -1.281277 0.020 -0.008 -0.006
H -2.977304 5.012929 -1.004217 -0.007 -0.017 -0.004
H -1.342315 3.192345 1.089211 -0.011 0.004 -0.033
H -0.939574 4.887581 1.339000 0.026 0.002 0.001
H 1.041967 4.151518 2.032378 0.017 -0.025 -0.004
H 1.416804 3.641012 0.500740 -0.004 -0.003 0.005
H 0.721099 2.565035 1.590398 -0.016 0.026 -0.077
O -0.221764 -2.682839 -0.786331 -0.013 0.013 -0.005
B -0.586754 -1.615797 -1.643278 0.031 -0.039 0.116
O -0.970545 -2.204929 -2.884242 -0.030 -0.002 0.016
C -0.839732 -3.570301 -2.756761 0.018 -0.038 0.007
C -1.091689 -4.555882 -3.683939 0.003 0.010 0.018
C -0.864174 -5.868826 -3.275654 0.002 -0.002 0.003
C -0.403672 -6.158254 -1.995364 -0.001 -0.014 -0.010
C -0.151711 -5.148570 -1.069064 -0.005 0.036 0.001
C -0.382917 -3.855231 -1.483372 0.000 -0.058 -0.041
H -1.446111 -4.321151 -4.678308 0.000 0.001 -0.001
H -1.047252 -6.677923 -3.969672 -0.001 0.000 0.002
H -0.235239 -7.188886 -1.713324 -0.001 0.002 -0.002
H 0.212521 -5.364968 -0.073874 0.000 0.002 -0.002
```
Positions in Å, forces in eV/Å.

Summary:
- Net charge: +1
- Relative energy (zero: lowest compared OMol25 entry of this formula, charge and spin): 0.9912 eV
- Kohn-Sham gap: 7.48 eV

These are the Mulliken partial charges, in e, on atoms 1 to 5: Sr 1.5761; C -1.5639; C 0.9972; C -0.8821; C -0.7538